{"formula": "C4H12BN", "method": "ωB97M-V/def2-TZVPD", "species": ["B", "C", "C", "C", "C", "N", "H", "H", "H", "H", "H", "H", "H", "H", "H", "H", "H", "H"], "xyz": [[0.913, -0.585, -0.274], [-3.149, -0.185, 0.218], [2.465, 1.173, 0.462], [-2.316, 0.813, -0.438], [2.235, 0.130, -0.647], [0.435, -1.848, 0.050], [-3.530, -0.898, -0.648], [-2.711, -0.729, 0.990], [-4.027, 0.442, 0.714], [3.147, 1.852, 0.172], [1.606, 1.783, 0.660], [2.986, 0.648, 1.354], [-1.707, 0.485, -1.193], [-1.834, 1.449, 0.168], [1.946, 0.707, -1.660], [2.970, -0.631, -0.712], [-0.511, -2.036, 0.376], [1.082, -2.570, 0.406]], "lowdin_charge": [-0.241, -0.206, -0.140, -0.066, -0.222, 0.125, 0.106, 0.018, 0.107, 0.012, 0.061, 0.115, -0.016, -0.010, 0.144, 0.068, 0.061, 0.085], "energy_ha": -239.04157, "orbital_gap_ev": [8.402, 6.816]}

=====

{"formula": "C6H9N", "method": "ωB97M-V/def2-TZVPD", "species": ["C", "C", "N", "C", "C", "C", "C", "H", "H", "H", "H", "H", "H", "H", "H", "H"], "xyz": [[1.426, 1.468, 0.025], [0.775, 0.279, -0.701], [2.305, 0.445, -0.178], [0.846, -1.220, -0.070], [-0.354, -0.436, 0.017], [-1.344, -0.018, 1.024], [-1.787, -0.562, -0.326], [1.035, 1.747, 1.027], [1.404, 2.321, -0.679], [0.649, 0.370, -1.777], [1.419, -1.438, 0.821], [0.963, -1.941, -0.871], [-1.455, 1.051, 1.191], [-1.460, -0.644, 1.905], [-2.219, -1.561, -0.362], [-2.201, 0.139, -1.046]], "lowdin_charge": [-0.269, -0.268, 0.026, 0.023, -0.417, -0.061, -0.054, 0.104, 0.106, 0.148, 0.113, 0.121, 0.106, 0.108, 0.107, 0.107], "energy_ha": -288.55593, "orbital_gap_ev": 8.424}

=====

ΔE to the lowest compared entry with this formula, charge and spin across the listed records, respectively: 5.3028, 6.1529 eV.